No. 1
C14H16 | ωB97M-V/def2-TZVPD

Each line ends with the Mulliken spin population.
CARTESIAN COORDINATES (ANGSTROEM)
C (3.6494, -1.3015, -3.1172)  0.03
C (0.6404, -0.3667, -0.3375)  0.03
C (1.9925, -0.2081, 0.0474)  0.08
C (0.2615, -0.8871, -1.6013)  0.04
C (2.9927, -0.5076, -0.8637)  0.11
C (1.2271, -1.2346, -2.4830)  0.12
C (2.5883, -1.0285, -2.1148)  0.25
H (-0.0806, 0.0851, 0.3450)  0.27
H (2.3536, 0.0557, 1.0367)  0.00
H (-0.7924, -1.1220, -1.6936)  0.00
H (4.0024, -0.2716, -0.5662)  0.00
H (1.0062, -1.7057, -3.4381)  0.00
H (3.7541, -0.4156, -3.7763)  0.05
H (3.3299, -2.1348, -3.7468)  0.01
H (4.6178, -1.6209, -2.7251)  0.01
C (-3.1021, 1.0913, -0.2792)  0.00
C (-2.4801, 0.9936, 1.0907)  0.00
C (-1.4342, 1.8632, 1.4278)  0.00
C (-2.9171, 0.0455, 1.9959)  0.00
C (-0.6685, 1.5065, 2.5166)  0.01
C (-2.2139, -0.2401, 3.1770)  0.00
C (-1.0437, 0.4844, 3.3874)  0.00
H (-3.2415, 0.1019, -0.7438)  0.00
H (-2.4545, 1.6762, -0.9363)  0.00
H (-1.1801, 2.6375, 0.7138)  0.00
H (-3.8554, -0.4964, 1.8883)  0.00
H (0.1118, 2.1535, 2.9298)  0.00
H (-2.5569, -1.0185, 3.8407)  0.00
H (-0.4283, 0.2954, 4.2649)  0.00
H (-4.0784, 1.5699, -0.2392)  0.00

Calculated values
HOMO energy (spin up / spin down) = -11.779 / -11.777 eV
spin multiplicity = 2
Kohn-Sham gap (spin up / spin down) = 7.7 / 3.8 eV
relative energy (zero: lowest compared OMol25 entry of this formula, charge and spin) = 41.7 kJ/mol
net charge = +1
LUMO level (spin up / spin down) = -4.12 / -7.98 eV

***

No. 2
C32H24BrF3FeN4O4 | ωB97M-V/def2-TZVPD

Each line ends with the Mulliken spin population.
CARTESIAN COORDINATES (ANGSTROEM)
Fe (0.2057, -0.9114, -0.0340)  0.99
O (7.1165, 0.9766, -0.2850)  0.00
C (6.7800, -0.3917, -0.2896)  0.00
C (5.2886, -0.5454, -0.3534)  0.00
C (4.7094, -1.8019, -0.4867)  0.00
C (3.3333, -1.8991, -0.4559)  0.00
N (2.5192, -0.8520, -0.3414)  0.03
C (3.0666, 0.3681, -0.2686)  -0.03
C (4.4459, 0.5485, -0.2556)  0.00
C (2.1270, 1.5098, -0.2139)  0.02
C (2.5561, 2.8260, -0.0945)  0.00
C (1.6306, 3.8591, -0.0544)  0.00
C (2.0911, 5.2904, 0.0953)  0.00
O (2.8399, 5.7306, -1.0214)  0.00
C (0.2860, 3.5323, -0.1565)  0.00
C (-0.0667, 2.1993, -0.2610)  0.00
N (0.8221, 1.2111, -0.2922)  0.01
H (8.0644, 1.0720, -0.1638)  0.00
H (7.1290, -0.8890, 0.6241)  0.00
H (7.2306, -0.9131, -1.1424)  0.00
H (5.3224, -2.6862, -0.6030)  0.00
H (2.8623, -2.8707, -0.5287)  0.00
H (4.8927, 1.5257, -0.1702)  0.00
H (3.6059, 3.0688, -0.0228)  0.00
H (2.7662, 5.3589, 0.9491)  0.00
H (1.2298, 5.9373, 0.2849)  0.00
H (2.2493, 5.8900, -1.7639)  0.00
H (-0.4740, 4.3024, -0.1376)  0.00
H (-1.1063, 1.9053, -0.3176)  0.00
O (-1.4773, -2.0556, 3.5507)  -0.01
C (-1.3558, -1.8397, 2.3623)  0.01
O (-0.4870, -1.0866, 1.7996)  0.01
C (-2.2625, -2.5837, 1.4012)  -0.01
C (-2.8612, -3.7740, 1.7455)  0.00
C (-3.5049, -4.5437, 0.7909)  -0.01
C (-3.4561, -4.1320, -0.5424)  0.00
C (-2.9289, -2.9155, -0.8554)  -0.01
N (-2.4305, -2.1008, 0.1236)  0.02
H (-2.7874, -4.0904, 2.7770)  0.00
H (-4.0129, -5.4578, 1.0638)  0.00
H (-3.8458, -4.7607, -1.3298)  0.00
H (-2.9354, -2.4899, -1.8476)  0.00
F (-7.1815, 4.7634, 0.0660)  0.00
C (-5.9046, 5.1414, 0.2643)  0.00
F (-5.8357, 5.7171, 1.4722)  0.00
F (-5.6312, 6.0883, -0.6526)  0.00
C (-4.9743, 3.9685, 0.1367)  0.01
C (-4.2100, 3.5405, 1.2124)  0.00
C (-3.4258, 2.4094, 1.0889)  0.01
C (-3.4158, 1.6880, -0.1113)  0.00
C (-4.1435, 2.1633, -1.2090)  0.01
C (-4.9245, 3.2930, -1.0777)  0.00
C (-2.8346, 0.3922, -0.1228)  0.00
C (-2.4471, -0.7472, -0.0753)  -0.02
H (-4.2495, 4.0776, 2.1496)  0.00
H (-2.8482, 2.0387, 1.9256)  0.00
H (-4.1223, 1.6158, -2.1416)  0.00
H (-5.5210, 3.6443, -1.9094)  0.00
Br (2.0856, -5.8576, 2.2930)  0.00
C (1.4619, -5.0690, 0.6961)  0.00
C (1.6581, -5.6894, -0.5285)  0.00
C (1.1946, -5.0465, -1.6660)  0.00
C (0.5488, -3.8291, -1.5330)  0.00
N (0.3711, -3.2302, -0.3545)  -0.01
C (0.8188, -3.8415, 0.7440)  0.00
H (2.1689, -6.6405, -0.5884)  0.00
H (1.3390, -5.4820, -2.6445)  0.00
H (0.1663, -3.3039, -2.4002)  0.00
H (0.6786, -3.3257, 1.6872)  0.00

Calculated values
HOMO energy (spin up / spin down) = -9.352 / -8.789 eV
spin multiplicity = 2
Kohn-Sham gap (spin up / spin down) = 5.2 / 4.6 eV
relative energy (zero: lowest compared OMol25 entry of this formula, charge and spin) = 418.5 kJ/mol
net charge = +1
LUMO level (spin up / spin down) = -4.14 / -4.17 eV

***

No. 3
C13H34O11S2V | ωB97M-V/def2-TZVPD

Each line ends with the Mulliken spin population.
CARTESIAN COORDINATES (ANGSTROEM)
O (-1.6134, -0.0589, 0.3352)  0.02
V (-1.2681, -1.2968, -0.6884)  -0.02
O (0.2466, -1.6362, -0.5842)  0.01
C (-2.1111, -4.8892, 1.4770)  0.00
C (-2.5022, -3.3752, 1.3861)  0.00
C (-1.4551, -2.5279, 2.2314)  0.00
O (-2.7231, -2.7750, 0.1031)  0.01
H (-1.8799, -5.1654, 2.5058)  0.00
H (-1.2483, -5.1276, 0.8549)  0.00
H (-2.9993, -5.3994, 1.1044)  0.00
H (-3.4210, -3.4230, 1.9707)  0.00
H (-1.3563, -2.8908, 3.2545)  0.00
H (-1.8102, -1.5335, 2.5020)  0.00
H (-0.4440, -2.7903, 1.9200)  0.00
C (-0.6944, -0.5138, -4.3850)  0.11
C (-1.7451, 0.1331, -3.4672)  0.05
C (-2.5356, 1.2336, -4.2781)  -0.01
O (-2.4307, -0.7513, -2.6118)  0.85
H (-1.2042, -1.2674, -4.9852)  -0.01
H (0.2475, -0.8734, -3.9707)  -0.01
H (-0.2839, 0.1078, -5.1808)  0.00
H (-1.1906, 0.7015, -2.7205)  0.00
H (-3.0520, 1.9076, -3.5947)  0.00
H (-3.2686, 0.7010, -4.8841)  0.00
H (-2.0242, 1.8935, -4.9788)  0.00
C (3.0942, -2.1866, 1.4300)  0.00
O (2.5623, -1.0548, 1.9691)  0.00
H (4.1694, -2.0246, 1.5067)  0.00
H (2.8700, -3.1752, 1.8305)  0.00
H (2.7746, -2.2734, 0.3915)  0.00
H (2.5031, -0.4376, 1.2362)  0.00
O (-3.2486, 2.9677, 3.6410)  0.00
S (-1.9073, 3.5580, 3.3295)  0.00
O (-1.5563, 4.9701, 3.6770)  0.00
O (-0.7322, 2.6184, 4.0410)  0.00
C (-1.1488, 1.6164, 4.9684)  0.00
C (-1.4591, 0.3521, 4.0801)  0.00
C (-1.5513, 3.1501, 1.6154)  0.00
H (-1.9992, 1.8062, 5.6233)  0.00
H (-0.3561, 1.4287, 5.6927)  0.00
H (-2.2831, 0.5095, 3.3841)  0.00
H (-1.8504, -0.4117, 4.7521)  0.00
H (-0.5417, 0.0189, 3.5948)  0.00
H (-2.1605, 3.8213, 1.0101)  0.00
H (-1.7153, 2.0854, 1.4492)  0.00
H (-0.4760, 3.3209, 1.5640)  0.00
O (0.7457, 2.3620, -1.1250)  0.00
S (2.0463, 1.6503, -1.0783)  0.00
O (2.2283, 0.4113, -0.2787)  0.00
O (2.5644, 1.3913, -2.6636)  0.00
C (3.3512, 0.2200, -2.8991)  0.00
C (3.9154, 0.2071, -4.2968)  0.00
C (3.2585, 2.9355, -0.7169)  0.00
H (2.6618, -0.6113, -2.7514)  0.00
H (4.2159, 0.2001, -2.2359)  0.00
H (4.3020, -0.7300, -4.6972)  0.00
H (4.7674, 0.8745, -4.4265)  0.00
H (3.1984, 0.4337, -5.0860)  0.00
H (4.2372, 2.7361, -1.1534)  0.00
H (3.3687, 2.9641, 0.3671)  0.00
H (2.9181, 3.9125, -1.0602)  0.00

Calculated values
HOMO energy (spin up / spin down) = -8.791 / -8.772 eV
spin multiplicity = 2
Kohn-Sham gap (spin up / spin down) = 7.8 / 4.8 eV
LUMO level (spin up / spin down) = -1.02 / -3.95 eV

***

No. 4
C27H32N7O2PdS4Sb | ωB97M-V/def2-TZVPD

Each line ends with the Mulliken charge.
CARTESIAN COORDINATES (ANGSTROEM)
Pd (-1.0462, 2.5001, 0.2859)  0.26
C (6.7347, -8.8424, 0.7783)  -0.85
O (5.6021, -8.6201, -0.0544)  -0.45
C (4.9655, -7.4411, 0.0399)  0.90
C (3.8706, -7.2738, -0.8145)  -0.69
C (3.1517, -6.1020, -0.7890)  -0.55
C (3.5001, -5.0683, 0.0863)  0.16
C (4.5961, -5.2394, 0.9245)  -0.88
C (5.3288, -6.4137, 0.9099)  -0.39
C (2.7497, -3.8195, 0.1391)  0.40
N (3.1749, -2.6855, 0.6580)  -0.79
C (2.1483, -1.8064, 0.4860)  0.96
C (1.0750, -2.4031, -0.1404)  0.17
N (1.4756, -3.6978, -0.3578)  -0.10
C (-0.1525, -1.7260, -0.3820)  0.04
C (-1.3208, -2.2877, -0.9209)  -0.58
C (-2.4557, -1.5217, -1.0292)  -1.34
C (-2.4138, -0.1860, -0.6200)  -0.55
N (-1.3115, 0.3680, -0.1474)  0.74
C (-0.1968, -0.3684, -0.0069)  -0.30
C (0.9333, 0.2865, 0.6081)  0.20
N (0.8053, 1.5994, 0.9460)  0.26
C (1.7929, 2.1860, 1.5995)  -0.16
C (2.9807, 1.5255, 1.9302)  -1.12
C (3.1435, 0.2155, 1.5638)  -0.37
C (2.0990, -0.4340, 0.8894)  0.00
H (7.0910, -9.8376, 0.5339)  0.24
H (6.4574, -8.8036, 1.8333)  0.35
H (7.5202, -8.1130, 0.5719)  0.35
H (3.6183, -8.0764, -1.4936)  0.44
H (2.3273, -5.9891, -1.4841)  0.27
H (4.8716, -4.4395, 1.5985)  0.42
H (6.1725, -6.5215, 1.5747)  0.42
H (0.9401, -4.4484, -0.7577)  0.22
H (-1.3348, -3.3247, -1.2313)  0.47
H (-3.3770, -1.9394, -1.4098)  0.45
H (-3.2949, 0.4429, -0.6429)  0.59
H (1.6512, 3.2246, 1.8635)  0.52
H (3.7521, 2.0622, 2.4629)  0.44
H (4.0461, -0.3369, 1.7895)  0.61
S (-3.8347, 7.1212, -1.5383)  -0.27
Sb (-2.1503, 7.5451, -0.0102)  0.74
S (0.1377, 4.5237, 0.2472)  -0.30
S (-1.6760, 5.0404, 0.9210)  -0.05
S (-1.4571, 7.2525, -2.1836)  -0.24
C (-3.9488, 2.7232, 4.7777)  -0.87
N (-3.2485, 2.3433, 3.5603)  0.19
C (-1.9142, 1.7956, 3.7195)  -0.74
C (-3.8278, 2.4543, 2.3674)  -0.03
O (-3.3150, 2.1695, 1.2816)  -0.35
H (-4.1638, 1.8432, 5.3850)  0.34
H (-4.8835, 3.2195, 4.5275)  0.29
H (-3.3321, 3.4090, 5.3587)  0.32
H (-1.9420, 0.9740, 4.4366)  0.39
H (-1.2316, 2.5618, 4.0920)  0.31
H (-1.5577, 1.4199, 2.7648)  0.06
H (-4.8564, 2.8359, 2.4178)  0.34
N (-3.0673, 4.6932, -3.9675)  0.16
C (-1.7783, 3.9848, -4.2629)  -0.79
C (-1.1439, 3.5538, -2.9467)  -0.52
N (-2.0264, 2.7533, -2.0996)  0.24
C (-3.3333, 3.3878, -1.9147)  -0.16
C (-4.0100, 3.8066, -3.2116)  -1.00
H (-3.4975, 5.0336, -4.8280)  0.36
H (-2.8636, 5.5263, -3.3950)  -0.10
H (-1.1324, 4.6696, -4.8101)  0.39
H (-2.0239, 3.1361, -4.9019)  0.37
H (-0.8515, 4.4429, -2.3841)  0.12
H (-0.2378, 2.9899, -3.1634)  0.41
H (-2.1514, 1.8290, -2.5016)  0.37
H (-3.2004, 4.2726, -1.2866)  0.11
H (-3.9904, 2.7116, -1.3683)  0.41
H (-4.9186, 4.3729, -3.0154)  0.38
H (-4.2431, 2.9603, -3.8584)  0.40

Calculated values
HOMO energy (spin up / spin down) = -11.465 / -11.465 eV
Kohn-Sham gap (spin up / spin down) = 4.7 / 4.7 eV
relative energy (zero: lowest compared OMol25 entry of this formula, charge and spin) = 0.0 kJ/mol
net charge = +2
LUMO level (spin up / spin down) = -6.75 / -6.75 eV

***

Across the entries above, DFT total energy takes the values -542.737688; -5890.817630; -3083.490894; -3542.314094 Ha, respectively.